No. 1
19
Properties=species:S:1:pos:R:3:forces:R:3 method="wB97M-V/def2-TZVPD" orbital_gap_ha=0.3657 smiles=OCCCCS.O spin_multiplicity=1 e_lumo_ev=0.674 homo_energy_ev=-9.276
O -1.89672 0.52919 -0.13132 1.113 -0.026 0.605
C -1.15815 -0.64091 0.42048 1.956 0.355 -2.338
C 0.27009 -0.38679 0.97527 0.031 -0.311 -3.533
C 1.08257 0.43767 -0.07373 1.817 -2.784 0.216
C 2.61842 0.57961 0.42607 -1.114 -0.933 -0.591
S 3.61447 1.66469 -0.70111 -0.288 -1.194 -0.378
H -1.31015 1.15918 -0.64815 -0.719 -1.576 1.105
H -1.68149 -1.21386 1.15829 -1.155 0.292 0.108
H -0.93645 -1.28785 -0.46146 -0.688 0.112 0.552
H 0.84656 -1.33773 0.88379 -0.872 0.243 0.832
H 0.22635 -0.04205 1.94534 0.300 1.036 2.127
H 0.70162 1.40604 -0.33553 -0.153 0.437 -0.136
H 1.03236 -0.33531 -0.98415 0.384 2.201 1.378
H 2.66014 1.03138 1.41563 -0.236 0.727 -0.154
H 3.06919 -0.42628 0.70595 -0.389 0.968 -1.170
H 3.52595 0.93860 -1.89523 -0.049 0.513 1.303
O -4.12043 -1.16140 -0.93378 -1.453 4.500 0.244
H -3.54550 -0.30340 -0.91622 -0.451 -2.395 0.067
H -4.99885 -0.61078 -0.85015 1.968 -2.166 -0.234


No. 2
21
Properties=species:S:1:pos:R:3:forces:R:3 method="wB97M-V/def2-TZVPD" s2=0.7558 orbital_gap_ha="0.1824 / 0.1360" spin_multiplicity=2 charge=+3 e_lumo_ev="-14.191 / -15.447" homo_energy_ev="-19.156 / -19.147"
Sn -0.28490 -0.26842 -0.08746 -1.357 -2.119 -0.403
C -3.08661 -4.50968 0.67603 0.252 -0.959 0.266
S -1.37082 -4.04209 0.06746 -1.513 -1.671 1.927
O -1.68683 -2.73192 -0.64375 1.668 3.361 0.328
C -0.39728 -3.72039 1.65248 -0.588 0.546 -0.555
H -3.65740 -3.77348 1.24200 0.646 0.448 -0.078
H -3.04105 -5.42725 1.26261 0.684 0.070 0.444
H -3.72865 -4.88892 -0.11900 0.498 0.592 -0.808
H 0.60972 -3.43379 1.34929 0.161 -0.461 -0.243
H -0.37810 -4.57784 2.32517 0.066 -0.366 -0.467
H -0.77228 -2.90987 2.27740 -0.709 0.253 -0.250
C 1.73243 4.75697 0.12779 0.168 0.827 0.928
S 2.21974 3.13187 -0.58433 -2.018 2.458 0.108
O 1.08325 2.23268 -0.22281 0.510 -0.681 -0.245
C 2.08411 3.64581 -2.29900 -0.707 -1.430 -0.530
H 1.35236 4.68931 1.14714 0.826 -0.479 0.320
H 0.89189 5.25152 -0.35907 -0.234 -0.851 -1.024
H 2.54087 5.47701 0.00100 0.485 -0.337 0.360
H 2.93669 4.28091 -2.53953 -0.193 0.059 -0.166
H 1.06281 4.02574 -2.32535 0.193 1.105 0.266
H 1.89002 2.79192 -2.94808 1.163 -0.364 -0.177


No. 3
19
Properties=species:S:1:pos:R:3:forces:R:3 method="wB97M-V/def2-TZVPD" orbital_gap_ha=0.2331 spin_multiplicity=1 charge=+2 e_lumo_ev=-11.995 homo_energy_ev=-18.337
Sn -3.07088 -0.07017 0.33920 2.487 0.602 -0.127
C 1.29891 1.25856 2.40238 0.116 -0.100 -0.328
C -0.14853 1.00498 2.74468 0.346 -0.216 0.440
O -1.00771 1.47476 1.66839 -1.228 -0.683 -0.631
H 1.56483 2.31617 2.41490 -0.073 0.016 0.330
H 1.54054 0.91908 1.39307 -0.118 -0.233 0.029
H 1.93241 0.70225 3.09281 0.071 0.206 0.085
H -0.44455 1.47831 3.68181 -0.037 0.191 -0.125
H -0.35122 -0.05853 2.88201 -0.013 -0.039 -0.267
H -0.75577 2.38818 1.47355 -0.202 0.024 -0.157
C 0.08461 -1.94844 -2.96583 -0.318 -0.051 -0.604
C -0.19056 -0.54284 -2.44227 1.157 -1.395 -1.176
O -0.64871 -0.66108 -1.08041 -1.887 0.760 1.402
H -0.84216 -2.52024 -3.04444 -0.021 -0.021 0.202
H 0.81324 -2.53152 -2.40084 0.025 0.232 0.211
H 0.45694 -1.90712 -3.99125 0.129 0.190 0.048
H -0.91885 -0.08509 -3.10794 -0.285 0.295 0.570
H 0.73451 0.03507 -2.45033 -0.189 0.246 0.144
H -0.04705 -1.25231 -0.60949 0.041 -0.023 -0.046


No. 4
19
Properties=species:S:1:pos:R:3:forces:R:3 method="wB97M-V/def2-TZVPD" orbital_gap_ha=0.3889 smiles="CCCC=O.O.O" spin_multiplicity=1 e_lumo_ev=0.672 homo_energy_ev=-9.911
C -0.17854 -0.94561 -1.46529 4.473 1.544 -2.192
C 1.12329 -1.38444 -0.69419 -2.474 2.350 1.514
C 0.76003 -1.16546 0.89663 -0.992 -1.267 -2.732
C 1.69660 -0.17103 1.43557 2.440 -1.059 0.483
O 1.48282 0.60095 2.31221 -0.779 1.043 0.895
H 0.08050 -1.24163 -2.50643 -0.526 0.610 0.188
H -0.35065 0.17956 -1.43433 0.162 -1.550 0.193
H -0.97164 -1.50977 -1.23697 -3.250 -1.804 1.247
H 1.86381 -0.71252 -1.12299 0.424 0.306 0.819
H 1.49448 -2.33917 -0.92569 -0.061 -1.538 -0.177
H 0.51292 -2.16258 1.40534 1.154 1.467 -0.337
H -0.21942 -0.66523 0.87028 0.191 -0.056 0.175
H 2.75374 -0.19776 1.01690 -0.790 -0.025 -0.066
O -2.36213 1.10804 2.34150 0.827 -0.087 1.296
H -1.81199 1.10394 3.17011 -0.774 0.145 -1.211
H -2.06306 0.31194 1.89363 -0.030 -0.033 -0.109
O -0.88458 3.18588 -1.92568 -2.452 -0.980 -0.674
H -1.65800 3.28413 -1.27236 1.667 -0.346 -1.666
H -1.26820 2.72077 -2.75821 0.790 1.279 2.356


No. 5
19
Properties=species:S:1:pos:R:3:forces:R:3 method="wB97M-V/def2-TZVPD" orbital_gap_ha=0.4081 smiles=OCCCCO.O spin_multiplicity=1 e_lumo_ev=0.650 homo_energy_ev=-10.456
O -0.47839 -2.71533 -0.74968 -0.015 -0.161 0.332
C -0.94807 -1.37202 -0.76029 1.399 0.114 -0.449
C -0.57459 -0.64434 0.50335 -0.512 1.133 0.386
C -1.05920 0.84547 0.49910 0.432 -0.755 -0.220
C 0.07947 1.85397 0.66987 0.841 -0.399 -0.210
O 1.13714 1.39492 1.53639 -0.762 0.171 0.438
H 0.27105 -2.76448 -0.13502 -0.351 0.000 -0.301
H -0.46404 -0.86806 -1.61384 -0.391 0.083 -0.076
H -2.02253 -1.36030 -0.91451 -0.130 -0.147 -0.026
H 0.49632 -0.58436 0.72327 -0.019 -0.597 -0.263
H -1.08121 -1.17773 1.29823 0.150 -0.098 0.480
H -1.79248 0.96711 1.29133 -0.299 0.183 -0.156
H -1.48860 1.00960 -0.49622 -0.394 0.338 0.362
H -0.27558 2.83275 0.99696 -0.138 -0.030 0.003
H 0.59504 1.98530 -0.28334 -0.096 0.078 -0.019
H 0.75046 1.27649 2.41986 0.287 0.069 -0.297
O 2.34441 0.03268 -1.98218 -0.193 -0.541 0.687
H 2.98500 -0.35160 -1.36451 0.121 0.304 -0.302
H 1.52581 -0.36006 -1.63877 0.071 0.254 -0.367


No. 6
19
Properties=species:S:1:pos:R:3:forces:R:3 method="wB97M-V/def2-TZVPD" orbital_gap_ha=0.3748 smiles=C[C@H](O)CCO.O spin_multiplicity=1 e_lumo_ev=0.543 homo_energy_ev=-9.656
C 0.73610 -1.09215 -2.03912 0.896 1.868 -0.187
C -0.18379 -0.40207 -0.99446 -0.020 -0.351 -0.660
O 0.32599 0.94706 -0.62085 -1.832 -0.432 -1.888
C -0.40454 -1.12685 0.34762 0.225 0.955 -0.695
C -1.35128 -0.39752 1.28080 -0.002 -1.099 2.621
O -0.89576 0.76161 2.01497 0.630 -0.946 -1.480
H 0.67200 -0.64510 -3.04826 -0.526 0.449 0.458
H 0.33434 -2.06100 -2.23845 0.428 -1.161 0.364
H 1.83740 -0.94382 -1.87307 -0.990 -0.970 0.538
H -1.16918 -0.42387 -1.59102 0.924 0.911 1.328
H -0.23684 1.54677 -1.17390 1.000 -0.417 0.865
H -0.79252 -2.11746 0.19560 -0.367 -0.485 -0.337
H 0.51813 -1.28072 0.87202 0.859 0.079 0.174
H -2.25376 -0.14182 0.79535 -1.161 0.273 -0.845
H -1.63083 -1.18227 2.07085 0.246 1.150 -0.883
H -0.19225 1.14098 1.44637 -0.450 0.114 0.780
O 1.54772 2.26933 1.84359 0.300 -0.237 -0.971
H 1.74115 1.92491 0.93504 -0.270 0.711 1.032
H 1.39792 3.22400 1.77693 0.109 -0.412 -0.216


No. 7
19
Properties=species:S:1:pos:R:3:forces:R:3 method="wB97M-V/def2-TZVPD" orbital_gap_ha=0.2766 smiles="C/C=C/CO.O.O" spin_multiplicity=1 e_lumo_ev=-0.491 homo_energy_ev=-8.017
C -0.13558 -2.18030 -2.53973 0.513 1.175 -1.508
C -0.46127 -1.45032 -1.24901 0.574 -1.074 0.362
C 0.27720 -0.38467 -0.78272 -1.582 0.634 0.715
C 1.14130 -0.29662 0.44315 -1.381 -1.196 0.690
O 0.57543 -0.96059 1.60213 -0.647 0.526 0.042
H 0.86462 -1.90066 -2.88019 0.245 0.209 0.596
H -0.61014 -1.96825 -3.50655 -1.062 -0.507 0.412
H -0.00452 -3.24544 -2.30585 -0.738 0.233 -0.175
H -1.08641 -2.07764 -0.60098 1.305 -0.445 0.640
H -0.17691 0.59213 -1.00553 1.555 0.179 -1.919
H 2.02634 -0.88154 0.17764 0.364 0.704 0.018
H 1.30479 0.77093 0.64774 0.440 -0.461 0.208
H 1.12710 -1.63006 2.00489 0.437 0.063 -0.186
O -0.48910 3.57011 -1.22793 -0.444 0.877 -0.463
H -0.58692 3.21527 -0.34710 0.317 -0.489 0.075
H 0.07565 3.04331 -1.79303 0.130 -0.402 0.418
O -0.80563 1.01827 3.15410 -0.108 -0.198 -0.030
H -0.33354 0.41757 2.55542 0.063 -0.051 0.112
H -1.39691 0.41640 3.62219 0.020 0.223 -0.007


No. 8
19
Properties=species:S:1:pos:R:3:forces:R:3 method="wB97M-V/def2-TZVPD" orbital_gap_ha=0.3686 smiles=C[C@H](O)CCO.O spin_multiplicity=1 e_lumo_ev=0.638 homo_energy_ev=-9.394
C 0.72813 -1.07762 -1.78170 -0.724 -0.681 2.581
C -0.30307 -1.23732 -0.50650 3.712 -0.736 -3.665
O -1.56810 -1.30673 -1.06319 -2.359 3.311 -1.494
C 0.13838 -0.14055 0.57892 -2.540 -1.800 -2.370
C -1.13288 0.56965 1.09110 0.392 -1.354 0.125
O -0.98448 0.64024 2.47347 -0.170 0.339 1.833
H 0.20151 -1.10186 -2.67380 -1.225 -0.392 -1.732
H 1.35395 -1.92791 -1.70588 0.839 -0.905 -0.406
H 1.37069 -0.24436 -1.85629 0.598 1.361 0.530
H -0.10330 -2.38184 -0.33930 -0.433 2.299 1.095
H -1.77898 -0.43996 -1.63567 0.807 -2.801 1.973
H 0.51977 -0.88863 1.19607 0.306 -0.410 2.625
H 1.03318 0.35168 0.27334 -0.130 0.886 -0.526
H -1.38949 1.58652 0.80848 0.545 0.064 -0.935
H -1.97216 -0.09973 0.77719 0.417 0.667 0.404
H -1.63461 0.11772 2.93900 -0.203 -0.131 -0.024
O 1.90400 2.54053 0.86264 3.619 -6.669 -0.299
H 1.47842 3.20884 0.47051 -2.545 3.962 -2.552
H 2.13905 1.83133 0.09163 -0.907 2.988 2.839


Number 1: E_tot -708.2057 a.u.. Number 2: E_tot -1319.4071 a.u.. Number 3: E_tot -523.6306 a.u.. Number 4: E_tot -385.2567 a.u.. Number 5: E_tot -385.2896 a.u.. Number 6: E_tot -385.2838 a.u.. Number 7: E_tot -385.1643 a.u.. Number 8: E_tot -385.2020 a.u..